C42H49NOPS2SbScSe3Si3Te | ωB97M-V/def2-TZVPD

The geometry in XYZ format:
```
105
Properties=species:S:1:pos:R:3:forces:R:3
Sc 0.205274 -0.079357 1.843852 0.3 0.1 -0.2
Se 2.865065 0.637965 2.603978 0.2 0.1 0.6
Se 3.720849 0.002710 4.631207 0.2 0.5 -0.4
Te -3.247184 3.624874 4.483808 -0.1 0.2 0.2
Se -2.629419 1.198627 4.285335 -0.6 -0.4 0.2
O 1.048223 0.416440 0.033079 0.3 0.6 -0.2
C 1.493512 0.678565 -1.127104 -0.2 -0.1 1.3
C 1.576506 -0.606971 -1.913537 -1.0 0.7 0.7
C 1.330067 -0.332792 -3.243515 0.6 -2.5 -0.1
C 1.398970 -1.411356 -4.127074 0.5 0.1 -0.7
C 1.650048 -2.695053 -3.674595 -0.3 0.3 0.9
C 1.693132 -2.953403 -2.272060 0.4 0.2 -2.1
C 1.646659 -1.913713 -1.376935 0.3 -0.1 0.3
P 1.878915 -2.338424 0.456013 -0.5 0.5 -1.1
C 3.629056 -2.817280 0.468317 0.3 0.1 1.8
C 4.187133 -2.371725 1.697468 1.5 -0.5 -1.7
C 5.565146 -2.527194 1.924014 -1.9 -0.7 -0.1
C 6.249501 -3.328693 1.071805 1.5 -0.2 -0.1
C 5.674691 -3.877703 -0.060012 1.0 -0.1 -0.2
C 4.381386 -3.637962 -0.403470 -0.7 1.2 1.0
C 1.189307 -4.013967 0.600945 0.2 -2.2 0.3
C 1.745582 -4.987593 1.504469 -0.3 1.0 -1.0
C 1.182339 -6.243329 1.614211 -0.3 -0.5 0.8
C 0.025977 -6.602931 0.893995 1.1 -0.6 1.4
C -0.493817 -5.684481 0.047923 -2.5 -0.5 -1.6
C 0.087596 -4.465224 -0.119191 0.4 2.0 0.2
H 1.141784 0.657502 -3.556484 0.1 1.0 -0.2
H 1.451965 -1.247012 -5.207164 -0.4 0.1 0.2
H 1.800507 -3.452951 -4.435231 0.0 -0.3 0.3
H 1.890900 -3.952332 -1.952886 -0.2 -0.6 0.2
H 3.644361 -1.861763 2.456028 -0.7 0.4 0.1
H 5.982512 -2.156942 2.815159 0.6 0.5 0.9
H 7.297696 -3.545817 1.268813 -0.1 0.1 -0.1
H 6.356776 -4.401192 -0.704217 -0.1 -0.5 -0.3
H 3.992259 -4.039957 -1.306699 -0.4 -0.1 -0.6
H 2.640054 -4.748133 2.063261 0.0 0.1 0.2
H 1.575629 -6.922943 2.394573 -0.2 0.3 -0.7
H -0.461686 -7.545326 1.117252 0.0 0.0 -0.2
H -1.478142 -5.852882 -0.501447 1.4 0.0 0.7
H -0.400938 -3.735175 -0.733047 -0.2 0.1 -0.5
S -1.644785 -4.385491 3.118003 1.4 2.2 0.2
C -0.359368 -4.014067 4.278554 -1.0 -3.1 1.4
C 0.072283 -4.850420 5.342232 1.6 1.9 -1.3
C 1.302700 -4.470333 5.918881 -1.4 0.3 -0.3
C 1.946765 -3.261660 5.660077 -0.9 0.2 -0.4
C 1.364263 -2.420844 4.691531 2.9 1.0 2.3
C 0.288744 -2.841123 4.026758 -1.5 0.9 -2.1
N -0.235668 -2.096647 2.953357 -1.1 -1.4 -0.3
C -1.185662 -2.772191 2.363446 -0.5 0.1 0.1
C -1.847035 -2.318233 1.123134 1.4 -0.7 0.9
C -2.665611 -3.213241 0.475676 0.4 2.8 -1.1
C -3.044093 -2.810662 -0.791594 0.1 -0.3 0.0
C -2.603169 -1.651043 -1.433452 -0.8 -0.5 1.9
C -1.828010 -0.782193 -0.650709 0.2 0.8 -3.6
C -1.330214 -1.149650 0.541590 0.3 -0.2 2.8
H -0.404014 -5.743876 5.665396 -0.4 -0.6 -0.1
H 1.666455 -5.103266 6.670451 0.7 -0.8 1.1
H 2.780528 -2.970687 6.306025 -0.1 0.1 -0.6
H 1.769324 -1.404804 4.522903 -0.2 -0.8 0.0
H -2.908650 -4.120282 0.905590 -0.8 -1.8 0.6
H -3.703769 -3.460036 -1.270857 -1.0 -1.0 -1.2
H -3.036149 -1.489036 -2.403416 0.3 0.5 -0.4
H -1.442936 0.143747 -1.120910 -0.3 -0.5 0.3
C -2.790081 1.312872 -3.645084 -0.1 -0.8 1.0
Si -2.076676 3.040996 -3.468235 -0.4 0.1 -1.0
C -0.628709 3.307914 -4.690089 -2.0 0.3 -1.3
C -3.422468 4.149857 -4.165374 -1.3 0.5 -0.7
Sb -1.398693 3.192378 -1.089433 0.0 0.3 1.0
Si -3.246152 4.666861 0.028539 0.9 -1.2 0.5
C -3.932891 5.877397 -1.155181 -1.3 -1.3 -0.7
C -4.510261 3.282669 0.436133 -0.2 1.0 -1.1
C -2.545758 5.686597 1.476227 -1.0 0.1 -2.0
Si 0.538891 4.824003 -1.080260 0.5 0.0 -0.7
C 1.348871 4.814170 0.599478 -0.7 -0.5 0.1
C 0.123398 6.621096 -1.513122 -1.6 -0.6 -0.8
C 1.842811 4.108536 -2.252595 -0.4 -0.1 -0.4
H -3.228493 1.099939 -4.608374 -0.2 0.1 -0.4
H -3.505429 0.984537 -2.854000 0.2 0.7 -0.5
H -2.006869 0.579305 -3.488572 0.5 -0.2 -0.2
H -0.272245 4.321544 -4.588613 -0.1 0.6 -0.1
H -0.965148 3.142460 -5.786683 0.6 0.1 1.7
H 0.210596 2.738941 -4.432886 1.2 -1.3 0.1
H -3.798655 3.827645 -5.173528 0.8 0.2 0.5
H -3.115654 5.198504 -4.221387 0.2 0.0 -0.2
H -4.372717 4.222081 -3.621851 0.3 -0.4 0.4
H -4.508652 5.342014 -1.926817 0.5 0.3 -0.1
H -3.209436 6.536218 -1.543922 0.8 0.8 -0.7
H -4.680434 6.412501 -0.636787 -0.9 1.1 0.8
H -5.515938 3.683202 0.708536 0.5 -0.4 -0.5
H -4.143268 2.800463 1.307514 0.4 -0.7 0.9
H -4.499462 2.556491 -0.427894 -0.4 0.7 0.9
H -2.128295 6.628726 1.120368 -0.6 0.4 0.0
H -1.734334 5.244463 1.925343 1.8 -1.6 1.2
H -3.308277 5.718369 2.225975 -0.5 0.6 0.5
H 2.069456 5.627169 0.583571 0.5 -0.1 0.1
H 1.796955 3.795164 0.686862 -0.1 0.9 0.4
H 0.642010 5.034767 1.415689 0.3 -0.4 -0.2
H -0.304999 6.725276 -2.566161 0.9 0.1 1.2
H 0.908190 7.308546 -1.247318 0.5 0.3 -0.4
H -0.716658 6.860045 -0.851578 0.0 0.1 0.0
H 2.841798 4.224559 -1.849446 0.3 -0.1 0.3
H 1.885483 4.524170 -3.257605 -0.3 0.3 -0.1
H 1.636000 3.037717 -2.369240 0.3 0.1 0.3
S -0.415850 2.233817 2.460315 0.5 1.2 -0.6
C -1.302052 1.026935 3.083996 0.0 -0.9 0.4
```
Forces are in eV/Å.

Computed properties:
LUMO level (alpha / beta)   3.6 / 3.5 eV
E_HOMO (alpha / beta)   -1.4 / -1.4 eV
Max |F|   0.075 hartree/bohr
2S+1   2
Gap between HOMO and LUMO (alpha / beta)   5.048 / 4.871 eV
Molecular weight   1294.42 u
E_tot   -333052.4107 eV
Charge   -2



C42H50AsF6KN8OSSi | ωB97M-V/def2-TZVPD

The geometry in XYZ format:
```
111
Properties=species:S:1:pos:R:3:forces:R:3
K -2.265252 -0.522522 -1.364960 1.6 1.2 -1.0
C -5.865552 3.206778 -3.075360 0.3 0.0 -0.2
C -4.684752 3.431478 -4.018760 -0.2 0.3 0.0
N -4.094552 2.199578 -4.463260 -0.2 -0.3 -0.1
C -2.919852 1.689078 -3.976460 0.5 0.5 -0.1
S -1.873652 2.690578 -3.085160 0.5 0.1 0.6
N -2.606652 0.507578 -4.422460 -1.1 -0.6 -1.5
N -1.803652 -0.336122 -3.817060 1.1 -0.2 0.2
C -1.011952 -1.094522 -4.502760 -0.5 1.1 -0.8
C -0.833652 -0.909522 -5.988160 -0.1 0.1 0.3
C -0.391952 -2.199422 -3.801860 0.4 -0.6 0.3
C 0.748848 -2.865522 -4.278360 -0.1 0.3 0.0
C 1.238248 -3.952222 -3.587260 -0.1 -0.2 0.2
C 0.574448 -4.382522 -2.446560 0.1 0.0 -0.1
C -0.541852 -3.662522 -2.043460 0.2 -0.5 0.1
N -1.001752 -2.607222 -2.678760 -0.2 0.1 -0.2
H -6.270752 4.160478 -2.744060 -0.1 0.1 0.1
H -6.654952 2.654578 -3.584060 -0.1 -0.1 0.0
H -5.547252 2.635278 -2.205260 0.0 0.0 0.1
H -5.016952 4.000278 -4.897760 0.0 0.0 0.1
H -3.897052 3.996778 -3.512260 -0.2 0.0 -0.2
H -4.724952 1.508078 -4.844860 0.2 0.0 0.0
H -1.013152 0.137478 -6.228760 0.0 0.0 -0.1
H 0.155348 -1.190122 -6.335260 0.1 -0.1 0.0
H -1.568852 -1.511822 -6.524060 -0.1 0.0 -0.1
H 1.255548 -2.524222 -5.167660 0.0 0.0 -0.1
H 2.119748 -4.473722 -3.942860 0.0 0.0 0.0
H 0.912548 -5.244822 -1.891160 0.0 0.0 0.1
H -1.102752 -3.962022 -1.167060 0.0 0.0 0.1
C 0.743648 1.342778 -1.268360 -0.1 0.1 0.2
Si 0.718548 2.761278 -0.124860 -0.3 1.4 0.6
C -1.036952 3.482478 0.317140 0.8 -0.3 -0.3
N -1.981152 2.456278 0.654940 0.0 -0.5 -0.3
C -1.904252 1.967678 2.021940 -0.1 -0.5 0.3
C -3.233752 2.100978 2.770940 0.1 0.2 0.0
C -3.830352 3.482578 2.515540 -0.1 -0.1 0.1
C -4.116752 3.677978 1.017840 0.1 -0.1 -0.1
C -3.330952 2.647478 0.186140 -0.4 0.4 0.0
C 1.639348 4.246178 -0.889860 -0.1 -0.6 0.1
C 2.886748 4.670378 -0.446060 0.0 -0.1 0.2
C 3.544248 5.728478 -1.048460 0.2 0.1 0.0
C 2.962148 6.387578 -2.116760 0.1 0.1 0.0
C 1.720548 5.979578 -2.573260 0.0 0.1 -0.2
C 1.072048 4.918978 -1.967060 -0.1 0.0 0.0
C 1.673748 2.386678 1.492340 -0.2 -0.2 -0.5
C 2.492148 1.262778 1.576140 0.2 0.1 -0.2
C 3.235148 0.985578 2.713240 0.2 -0.2 0.1
C 3.167748 1.830478 3.808240 0.0 0.0 0.0
C 2.362848 2.956578 3.746240 0.0 0.1 0.1
C 1.636248 3.228578 2.599440 -0.1 0.2 0.0
H 0.477048 0.344278 -0.967060 0.0 -0.3 0.1
H 0.843848 1.494378 -2.326160 0.1 0.0 -0.3
H -1.381852 3.982378 -0.585960 0.0 0.1 -0.2
H -0.958052 4.253778 1.100640 0.2 0.2 0.0
H -1.134352 2.537978 2.554940 0.0 0.0 0.1
H -1.594552 0.919678 2.012740 0.1 0.1 0.2
H -3.058452 1.956478 3.838640 0.0 -0.1 0.0
H -3.928652 1.323078 2.446040 0.0 0.0 0.0
H -3.117052 4.236478 2.861240 0.0 0.0 0.0
H -4.745852 3.615378 3.095840 0.0 0.1 0.1
H -3.839852 4.691578 0.715740 -0.1 0.0 -0.1
H -5.181352 3.550678 0.812540 -0.1 0.1 0.0
H -3.290652 2.957878 -0.859160 0.0 -0.1 0.0
H -3.845152 1.682178 0.231940 -0.1 0.0 -0.1
H 3.351048 4.157478 0.385540 0.1 0.0 0.1
H 4.516248 6.037578 -0.687360 0.1 0.0 0.0
H 3.477348 7.210978 -2.593760 0.0 0.0 0.0
H 1.260948 6.488878 -3.408660 -0.1 0.0 -0.1
H 0.113448 4.594778 -2.341860 -0.2 0.0 -0.2
H 2.556748 0.606478 0.720440 0.0 -0.2 -0.1
H 3.868448 0.108078 2.745840 0.0 -0.1 0.0
H 3.745548 1.621378 4.698340 0.0 0.0 0.0
H 2.307348 3.626678 4.594540 0.0 0.0 0.0
H 1.038648 4.129678 2.560940 -0.1 0.1 0.0
N 4.505448 -5.114022 1.431640 -0.2 0.3 -0.2
C 4.996948 -6.063322 2.283440 -0.3 -0.3 0.7
C 6.163648 -6.807922 2.300440 0.2 0.0 -0.1
C 6.326848 -7.696822 3.345040 0.1 0.0 -0.1
C 5.357248 -7.840922 4.339340 0.0 -0.1 0.2
C 4.191248 -7.106522 4.329940 0.0 0.1 -0.1
C 4.004548 -6.202722 3.287440 0.7 -0.1 -0.5
N 2.963148 -5.362722 3.019340 -0.6 0.5 -0.2
C 3.276548 -4.727122 1.918640 0.3 -0.6 0.5
C 2.435448 -3.749222 1.255240 -0.6 0.7 -0.4
C 1.095448 -3.608722 1.626040 0.4 -0.2 -0.1
C 0.301248 -2.693622 0.954340 0.0 -0.2 0.2
N 0.752548 -1.929622 -0.027560 -0.1 0.3 -0.2
C 2.025348 -2.043322 -0.366760 0.2 0.0 -0.1
C 2.908348 -2.927722 0.227240 -0.1 -0.2 0.3
H 4.941148 -4.783122 0.587640 -0.1 0.0 0.1
H 6.916648 -6.701122 1.533240 0.1 0.0 -0.1
H 7.223448 -8.298722 3.393240 0.0 0.0 0.0
H 5.532248 -8.552322 5.134440 0.0 0.0 0.0
H 3.440848 -7.222422 5.096340 -0.1 0.0 0.1
H 0.704648 -4.217422 2.423440 -0.1 -0.1 0.1
H -0.741152 -2.565822 1.202840 -0.1 -0.1 0.1
H 2.351748 -1.394322 -1.167960 0.1 0.1 -0.1
H 3.939848 -2.950822 -0.097960 0.0 0.0 0.0
C 0.140648 -0.539222 3.930440 0.0 0.0 0.2
O 0.156148 -0.488922 2.531340 0.1 0.0 -0.4
H 0.069348 0.460678 4.371540 0.0 0.0 0.1
H 1.032448 -1.039422 4.325640 0.0 0.0 0.1
H -0.739052 -1.116822 4.210240 0.0 0.0 0.1
H 0.863548 0.099878 2.231640 -0.2 -0.1 0.2
F -2.898552 -0.825522 0.768340 -0.9 -0.6 1.4
As -4.342452 -1.847822 0.632240 -1.4 -0.2 0.9
F -3.308152 -3.247322 0.445640 -0.1 0.5 -0.1
F -4.307352 -1.556522 -1.122160 -0.9 -0.7 0.9
F -5.762452 -2.856722 0.461540 0.7 0.4 0.0
F -5.372452 -0.425522 0.813840 0.7 -0.6 -0.2
F -4.359952 -2.065022 2.375040 0.2 0.1 -0.8
```
Forces are in eV/Å.

Computed properties:
LUMO level (alpha / beta)   1.6 / 1.6 eV
E_HOMO (alpha / beta)   -4.5 / -4.5 eV
Max |F|   0.044 hartree/bohr
2S+1   2
ΔE to the lowest compared entry with this formula, charge and spin   156.4 kJ/mol
Gap between HOMO and LUMO (alpha / beta)   6.107 / 6.096 eV
Molecular weight   971.08 u
E_tot   -170521.6693 eV
Charge   -1